This record from OMol25 describes a molecular structure, C6H10O4 in a non-equilibrium geometry. The level of theory is ωB97M-V with the def2-TZVPD basis set.

Positions of all 20 atoms, in Å:
C: 1.62 0.04 -0.53
C: 1.53 1.13 0.50
C: -0.56 0.83 -0.49
C: -1.81 0.22 0.30
C: -1.01 -0.83 1.06
C: 0.24 -0.39 -0.77
H: 1.80 -1.84 0.32
H: 2.29 0.57 -1.51
H: 1.53 0.58 1.20
H: 2.42 1.55 0.55
H: -0.94 1.55 -1.50
H: -2.03 0.95 0.92
H: -2.52 -1.22 -0.77
H: -0.47 -0.22 1.79
H: -1.77 -1.64 1.27
H: 0.45 -0.77 -1.61
O: 2.55 -0.98 -0.04
O: 0.20 1.74 0.33
O: -2.77 -0.06 -0.54
O: -0.07 -1.40 0.11

As for the multiplicity: 1. For the gap between HOMO and LUMO, the calculation gives 9.8122 eV. The calculation puts the energy relative to the best compared isomer or geometry (same formula, charge and spin) at 7.9877 eV. For the molecular weight, the calculation gives 146.14 g/mol.


This record from OMol25 describes a molecular structure, C43H54Cl3Ge2N2OPRhS in a non-equilibrium geometry. The level of theory is ωB97M-V with the def2-TZVPD basis set.

Positions of all 108 atoms, in Å:
Rh: 0.24 -0.43 -1.81
Cl: -7.00 -0.53 7.83
C: -5.73 -0.84 6.71
C: -5.27 -2.14 6.51
C: -4.25 -2.37 5.61
C: -3.67 -1.32 4.90
C: -2.58 -1.59 3.88
C: -3.21 -1.82 2.52
N: -2.26 -2.05 1.45
C: -1.74 -3.26 1.05
C: -0.91 -2.98 0.01
N: -0.91 -1.62 -0.23
C: -1.74 -1.10 0.66
O: -1.81 -2.75 4.20
C: -1.03 -2.62 5.37
C: 0.23 -1.84 5.10
C: 1.39 -2.41 4.49
Cl: 1.53 -3.99 4.00
S: 2.69 -1.30 4.30
C: 1.72 -0.07 4.98
C: 0.44 -0.51 5.37
C: -4.15 -0.04 5.12
Cl: -3.45 1.31 4.25
C: -5.17 0.22 6.01
H: -5.72 -2.95 7.06
H: -3.90 -3.38 5.45
H: -1.92 -0.71 3.83
H: -3.80 -0.94 2.26
H: -3.89 -2.67 2.58
H: -2.02 -4.18 1.52
H: -0.34 -3.67 -0.58
H: -1.99 -0.05 0.75
H: -0.78 -3.63 5.69
H: -1.59 -2.13 6.17
H: 2.12 0.92 5.10
H: -0.28 0.14 5.83
H: -5.52 1.23 6.17
C: 1.96 1.23 -4.32
Ge: 0.35 0.35 -5.02
C: 0.90 -1.15 -6.14
C: -0.67 1.59 -6.12
C: -0.90 -0.33 -3.61
H: 2.84 0.88 -4.88
H: 2.15 1.03 -3.26
H: 1.89 2.30 -4.44
H: 1.55 -0.76 -6.92
H: 0.03 -1.60 -6.63
H: 1.44 -1.93 -5.61
H: -0.04 1.89 -6.95
H: -0.97 2.47 -5.56
H: -1.55 1.09 -6.53
H: -1.26 -1.33 -3.88
H: -1.75 0.34 -3.44
C: 1.52 0.82 1.38
Ge: 0.58 1.50 -0.22
C: -1.05 2.36 0.51
C: -0.90 3.20 1.61
C: -1.99 3.90 2.12
C: -3.24 3.75 1.55
C: -3.41 2.92 0.45
C: -2.31 2.23 -0.06
C: 1.66 2.99 -0.89
C: 2.94 3.15 -0.40
C: 3.77 4.21 -0.82
C: 3.30 5.11 -1.74
C: 1.99 4.99 -2.27
C: 1.50 5.93 -3.21
C: 0.23 5.82 -3.70
C: -0.60 4.76 -3.29
C: -0.14 3.83 -2.40
C: 1.16 3.92 -1.85
H: 1.72 1.64 2.07
H: 2.46 0.32 1.12
H: 0.86 0.09 1.86
H: 0.08 3.37 2.04
H: -1.85 4.57 2.96
H: -4.09 4.30 1.94
H: -4.38 2.82 -0.02
H: -2.45 1.61 -0.94
H: 3.33 2.45 0.33
H: 4.77 4.31 -0.42
H: 3.92 5.93 -2.07
H: 2.14 6.74 -3.52
H: -0.14 6.55 -4.41
H: -1.61 4.69 -3.68
H: -0.79 3.02 -2.09
C: 4.42 -0.86 -2.38
C: 3.44 -1.86 -2.98
P: 1.93 -2.13 -1.99
C: 1.08 -3.48 -2.91
C: 1.60 -4.92 -2.82
C: 2.58 -2.64 -0.35
C: 3.32 -3.97 -0.21
H: 5.20 -0.62 -3.10
H: 4.92 -1.26 -1.50
H: 3.93 0.08 -2.10
H: 3.91 -2.83 -3.14
H: 3.09 -1.51 -3.96
H: 1.15 -3.14 -3.94
H: 0.02 -3.44 -2.67
H: 2.67 -4.99 -3.02
H: 1.08 -5.53 -3.56
H: 1.41 -5.36 -1.84
H: 1.76 -2.56 0.36
H: 3.26 -1.81 -0.11
H: 2.64 -4.81 -0.16
H: 3.91 -3.97 0.71
H: 4.02 -4.14 -1.03

As for the multiplicity: 6. As for the charge: +2. For the gap between HOMO and LUMO (spin up / spin down), the calculation gives 5.1687 / 2.4686 eV. For the molecular weight, the calculation gives 1032.44 g/mol.


This record from OMol25 describes a molecular structure, C13H11Cl2NO2Pd in a non-equilibrium geometry. The level of theory is ωB97M-V with the def2-TZVPD basis set.

Positions of all 30 atoms, in Å:
Cl: -2.80 -1.47 0.04
C: 1.03 -1.43 -1.90
C: 1.78 -0.22 -1.61
C: 0.90 0.92 -1.88
H: 2.81 -0.13 -1.34
C: -0.40 0.37 -2.25
C: -0.32 -1.07 -2.16
H: -1.17 -1.70 -2.38
H: 1.44 -2.42 -1.90
H: 1.16 1.96 -1.92
C: -1.56 1.15 -2.70
Pd: 0.14 0.35 0.03
C: 1.75 1.01 1.07
C: -0.85 -1.40 0.85
O: 2.61 1.40 1.70
O: -0.44 -2.20 1.66
H: -1.54 2.15 -2.32
H: -2.48 0.69 -2.38
H: -1.60 1.23 -3.78
Cl: -4.41 3.68 0.69
C: -3.17 2.81 1.44
C: -2.93 2.92 2.82
C: -1.87 2.23 3.36
C: -1.06 1.45 2.55
N: -1.30 1.41 1.23
C: -2.33 2.00 0.65
H: -3.58 3.59 3.40
H: -1.63 2.28 4.44
H: -0.22 0.90 2.93
H: -2.49 1.83 -0.39

As for the multiplicity: 5. As for the charge: +2. For the gap between HOMO and LUMO (spin up / spin down), the calculation gives 6.6999 / 3.5573 eV. For the molecular weight, the calculation gives 390.56 g/mol.


This record from OMol25 describes a molecular structure, C20H30NO3PPbS in a non-equilibrium geometry. The level of theory is ωB97M-V with the def2-TZVPD basis set.

Positions of all 57 atoms, in Å:
C: -2.56 0.17 -4.57
C: -2.41 -1.05 -3.92
C: -1.70 -1.12 -2.70
C: -1.21 0.04 -2.12
C: -1.28 1.25 -2.81
C: -2.00 1.32 -4.01
C: -1.53 -2.47 -2.03
C: -0.09 -3.06 -1.98
N: 0.99 -2.08 -1.84
Pb: -0.63 0.03 0.15
C: -0.64 2.52 -2.27
P: 1.10 2.35 -1.81
H: -2.85 -1.97 -4.33
H: -2.10 2.29 -4.51
H: -3.11 0.23 -5.50
H: -1.18 2.91 -1.39
H: -0.64 3.31 -3.04
H: -1.92 -2.45 -0.99
H: -2.14 -3.21 -2.58
H: -0.04 -3.75 -1.12
C: 1.65 3.73 -0.83
C: 2.07 2.19 -3.30
H: 0.07 -3.64 -2.90
C: 1.47 -1.51 -3.10
C: 2.11 -2.59 -1.03
H: -0.04 1.74 0.47
H: 1.94 -2.29 -3.73
H: 0.63 -1.07 -3.64
H: 2.21 -0.74 -2.88
H: 2.61 -3.44 -1.52
H: 2.84 -1.79 -0.89
H: 1.73 -2.91 -0.04
H: 2.14 3.18 -3.77
H: 3.08 1.82 -3.05
H: 1.61 1.47 -3.99
H: 1.76 4.62 -1.47
H: 0.93 3.93 -0.02
H: 2.61 3.46 -0.36
H: 1.34 1.19 -1.02
C: -0.45 1.54 7.46
C: -0.40 0.68 6.23
C: -0.38 -0.71 6.35
C: -0.36 -1.51 5.21
C: -0.35 -0.91 3.95
C: -0.34 0.48 3.81
C: -0.36 1.27 4.96
S: -0.34 -1.96 2.49
O: 0.87 -1.54 1.72
O: -0.38 -3.33 2.91
O: -1.56 -1.49 1.69
H: -1.32 1.32 8.07
H: 0.44 1.39 8.08
H: -0.49 2.60 7.18
H: -0.39 -1.18 7.33
H: -0.35 -2.59 5.29
H: -0.30 0.97 2.84
H: -0.36 2.35 4.88

As for the multiplicity: 1. As for the charge: +2. For the gap between HOMO and LUMO, the calculation gives 4.6443 eV. For the molecular weight, the calculation gives 602.71 g/mol.


This record from OMol25 describes 8 unconnected molecules or ions with the total composition C39H46F5N3O3 in a non-equilibrium geometry. The level of theory is ωB97M-V with the def2-TZVPD basis set.

Positions of all 96 atoms, in Å:
F: 5.51 -1.55 -2.01
C: 4.95 -1.18 -3.21
C: 5.54 -1.44 -4.44
C: 4.87 -1.16 -5.65
C: 3.66 -0.61 -5.60
C: 3.02 -0.37 -4.34
C: 3.70 -0.53 -3.17
H: 6.45 -2.09 -4.39
H: 5.37 -1.43 -6.57
H: 3.19 -0.43 -6.56
H: 2.13 0.19 -4.31
H: 3.41 -0.20 -2.18
F: -2.56 0.76 -1.83
C: -3.14 1.93 -1.92
C: -2.39 3.02 -1.47
C: -2.98 4.25 -1.60
C: -4.28 4.43 -1.93
C: -5.04 3.37 -2.31
C: -4.44 2.10 -2.42
H: -1.35 2.87 -1.25
H: -2.43 5.15 -1.45
H: -4.76 5.37 -2.02
H: -6.04 3.45 -2.62
H: -5.01 1.28 -2.73
F: -1.44 -5.67 -2.53
C: -1.18 -4.45 -3.10
C: -1.75 -3.38 -2.49
C: -1.48 -2.08 -3.04
C: -0.64 -1.98 -4.15
C: -0.16 -3.10 -4.80
C: -0.36 -4.38 -4.25
H: -2.43 -3.55 -1.66
H: -1.80 -1.23 -2.51
H: -0.34 -0.96 -4.52
H: 0.57 -3.12 -5.56
H: -0.07 -5.33 -4.70
F: -0.25 -0.76 2.74
C: -1.42 -1.32 2.41
C: -1.73 -2.60 2.84
C: -2.89 -3.26 2.33
C: -3.77 -2.67 1.49
C: -3.46 -1.40 0.97
C: -2.23 -0.76 1.42
H: -1.10 -3.13 3.57
H: -3.12 -4.27 2.67
H: -4.69 -3.10 1.28
H: -4.01 -0.90 0.12
H: -1.84 0.18 0.98
F: 2.51 -4.96 -3.34
C: 2.44 -4.65 -2.03
C: 3.41 -3.86 -1.49
C: 3.40 -3.63 -0.13
C: 2.51 -4.30 0.70
C: 1.55 -5.08 0.08
C: 1.46 -5.26 -1.31
H: 4.19 -3.56 -2.17
H: 4.24 -3.15 0.39
H: 2.55 -4.30 1.79
H: 0.78 -5.63 0.64
H: 0.71 -5.91 -1.64
C: 2.70 3.52 6.36
N: 1.23 3.24 6.38
C: 0.70 2.31 5.59
C: -0.75 2.13 5.92
O: 1.37 1.68 4.77
H: 3.11 3.74 5.40
H: 3.17 2.62 6.79
H: 3.03 4.32 7.09
H: 0.68 3.88 6.93
H: -0.77 1.33 6.67
H: -1.45 1.80 5.05
H: -1.13 3.02 6.47
C: -0.26 5.22 2.88
N: -1.22 4.30 2.30
C: -2.52 4.24 2.67
C: -3.36 3.13 2.03
O: -2.94 5.00 3.56
H: -0.81 5.88 3.54
H: 0.25 5.78 2.02
H: 0.56 4.75 3.46
H: -0.83 3.63 1.65
H: -2.78 2.28 1.69
H: -4.13 3.44 1.26
H: -3.95 2.64 2.89
C: 1.06 -0.76 -0.60
N: 0.38 0.45 -0.44
C: 0.77 1.53 0.35
C: 2.00 1.41 1.16
O: 0.05 2.55 0.32
H: 1.00 -0.94 -1.71
H: 0.67 -1.57 -0.04
H: 2.16 -0.78 -0.41
H: -0.51 0.51 -0.91
H: 2.73 1.20 0.45
H: 2.08 0.52 1.73
H: 2.17 2.30 1.72

As for the multiplicity: 1. For the gap between HOMO and LUMO, the calculation gives 9.4361 eV. As for the structure (SMILES): Fc1ccccc1.Fc1ccccc1.Fc1ccccc1.Fc1ccccc1.Fc1ccccc1.CNC(C)=O.CNC(C)=O.CNC(C)=O. For the molecular weight, the calculation gives 699.80 g/mol.


This record from OMol25 describes 2 unconnected molecules or ions with the total composition C4H12NPS in a non-equilibrium geometry. The level of theory is ωB97M-V with the def2-TZVPD basis set.

Positions of all 19 atoms, in Å:
C: -2.53 0.29 -1.32
C: -1.12 -1.37 -0.39
C: 3.31 -0.25 -0.42
C: -0.14 0.68 1.86
N: -1.49 -0.01 -0.61
P: -0.35 1.27 0.02
S: -1.39 2.94 -0.12
H: -2.91 1.32 -1.22
H: -3.09 -0.43 -1.85
H: 4.41 -0.38 -0.26
H: -1.60 -2.04 -1.14
H: 0.04 -1.58 -0.31
H: -1.66 -1.51 0.58
H: 2.91 0.38 -1.20
H: 2.80 -1.18 -0.65
H: 2.74 0.04 0.44
H: -1.03 0.48 2.47
H: 0.62 -0.14 1.94
H: 0.48 1.51 2.16

As for the multiplicity: 1. For the gap between HOMO and LUMO (spin up / spin down), the calculation gives 6.8809 / 6.8822 eV. The calculation puts the energy relative to the best compared isomer or geometry (same formula, charge and spin) at 1.9413 eV. For the molecular weight, the calculation gives 137.19 g/mol.


This record from OMol25 describes a molecular structure, CrH8O8P in a non-equilibrium geometry. The level of theory is ωB97M-V with the def2-TZVPD basis set.

Positions of all 18 atoms, in Å:
Cr: -9.81 16.55 7.52
P: -9.28 14.45 8.34
O: -8.87 13.15 8.82
O: -10.62 14.71 7.49
O: -8.35 15.29 7.31
O: -9.53 15.68 9.32
O: -11.51 16.89 6.18
H: -11.48 17.14 5.26
H: -12.44 16.77 6.39
O: -11.15 17.78 8.85
H: -11.76 17.40 9.49
H: -11.17 18.73 8.97
O: -8.91 17.23 5.58
H: -9.18 17.90 4.95
H: -7.97 17.07 5.45
O: -8.30 17.93 8.27
H: -8.36 18.83 8.61
H: -7.44 17.58 8.50

As for the multiplicity: 4. For the gap between HOMO and LUMO (spin up / spin down), the calculation gives 7.3459 / 7.3356 eV. The calculation puts the energy relative to the best compared isomer or geometry (same formula, charge and spin) at 0.0000 eV. For the molecular weight, the calculation gives 219.03 g/mol.


This record from OMol25 describes 2 unconnected molecules or ions with the total composition C3H3ClN2O in a non-equilibrium geometry. The level of theory is ωB97M-V with the def2-TZVPD basis set.

Positions of all 10 atoms, in Å:
O: 1.92 -1.75 -0.99
C: 1.80 -0.71 -0.51
N: 1.88 0.46 -0.26
Cl: 1.86 1.68 1.03
C: -1.20 0.04 -0.87
C: -1.13 -0.01 0.39
N: -0.91 -0.02 1.56
H: -1.35 -0.88 -1.53
H: -1.28 1.06 -1.14
H: -1.60 0.12 2.31

As for the multiplicity: 1. For the gap between HOMO and LUMO, the calculation gives 8.6247 eV. As for the structure (SMILES): O=C=NCl.C=C=N. The calculation puts the energy relative to the best compared isomer or geometry (same formula, charge and spin) at 3.5599 eV. For the molecular weight, the calculation gives 118.52 g/mol.


This record from OMol25 describes a molecular structure, C52H58AsMoNP3 in a non-equilibrium geometry. The level of theory is ωB97M-V with the def2-TZVPD basis set.

Positions of all 116 atoms, in Å:
Mo: 0.55 0.20 0.02
C: 0.07 4.15 -2.12
N: 0.34 2.85 -1.47
P: 0.10 1.30 -2.19
C: -1.45 1.35 -3.14
C: -1.49 2.22 -4.23
C: -2.65 2.37 -4.97
C: -3.78 1.63 -4.64
C: -3.73 0.72 -3.60
C: -2.57 0.58 -2.85
C: 1.28 1.01 -3.52
C: 1.16 -0.27 -4.07
C: 1.93 -0.65 -5.15
C: 2.84 0.26 -5.69
C: 2.97 1.53 -5.15
C: 2.19 1.91 -4.07
P: 0.15 2.64 0.22
C: 1.32 3.64 1.16
C: 1.28 5.04 1.14
C: 2.16 5.77 1.91
C: 3.06 5.12 2.75
C: 3.07 3.74 2.83
C: 2.21 3.00 2.03
C: -1.45 3.31 0.71
C: -2.52 3.38 -0.19
C: -3.76 3.82 0.25
C: -3.94 4.17 1.58
C: -2.88 4.09 2.48
C: -1.64 3.66 2.05
H: -0.89 4.17 -2.62
H: 0.85 4.38 -2.84
H: 0.07 4.93 -1.36
H: -0.59 2.76 -4.53
H: -2.67 3.04 -5.82
H: -4.69 1.74 -5.21
H: -4.60 0.11 -3.37
H: -2.54 -0.18 -2.08
H: 0.43 -0.96 -3.65
H: 1.82 -1.63 -5.59
H: 3.44 -0.02 -6.55
H: 3.67 2.23 -5.58
H: 2.28 2.92 -3.66
H: 0.55 5.56 0.53
H: 2.13 6.85 1.88
H: 3.74 5.70 3.36
H: 3.75 3.23 3.50
H: 2.19 1.92 2.11
H: -2.38 3.12 -1.23
H: -4.57 3.90 -0.46
H: -4.91 4.52 1.91
H: -3.03 4.38 3.51
H: -0.81 3.61 2.75
C: 0.22 -3.13 4.91
C: 0.72 -1.71 5.03
C: 1.14 -1.30 6.30
C: 1.57 -0.01 6.56
C: 1.58 0.93 5.55
C: 1.20 0.56 4.27
C: 0.77 -0.75 4.00
P: 0.21 -1.00 2.29
C: 0.53 -2.71 1.72
C: -0.46 -3.29 0.93
C: -0.31 -4.57 0.41
C: 0.84 -5.28 0.70
C: 1.84 -4.71 1.47
C: 1.73 -3.40 1.96
C: 2.92 -2.83 2.70
C: -1.61 -0.83 2.48
C: -2.33 -1.23 3.60
C: -3.69 -0.96 3.69
C: -4.34 -0.25 2.69
C: -3.63 0.19 1.59
C: -2.27 -0.11 1.47
C: -1.53 0.32 0.31
H: -0.43 -3.35 5.76
H: 1.05 -3.84 4.98
H: -0.32 -3.33 4.00
H: 1.10 -2.02 7.10
H: 1.87 0.26 7.56
H: 1.89 1.95 5.75
H: 1.20 1.29 3.48
H: -1.40 -2.77 0.77
H: -1.09 -5.01 -0.19
H: 0.97 -6.29 0.33
H: 2.74 -5.26 1.69
H: 3.84 -3.09 2.17
H: 3.01 -3.28 3.69
H: 2.86 -1.76 2.81
H: -1.84 -1.73 4.42
H: -4.24 -1.31 4.55
H: -5.40 -0.04 2.77
H: -4.13 0.75 0.81
H: -2.16 0.89 -0.37
H: -1.00 -0.59 -0.25
C: 5.78 0.42 1.02
C: 4.30 0.13 1.26
As: 3.12 0.64 -0.24
C: 3.35 -0.91 -1.42
C: 2.24 -1.90 -1.07
C: 4.14 1.95 -1.31
C: 4.01 3.43 -0.98
H: 6.36 0.01 1.85
H: 5.97 1.50 0.99
H: 6.15 -0.03 0.10
H: 3.97 0.62 2.17
H: 4.13 -0.94 1.37
H: 4.33 -1.37 -1.31
H: 3.26 -0.58 -2.45
H: 2.46 -2.45 -0.16
H: 2.04 -2.62 -1.86
H: 1.27 -1.36 -0.91
H: 3.81 1.76 -2.33
H: 5.18 1.63 -1.23
H: 4.66 4.01 -1.63
H: 4.30 3.64 0.05
H: 2.99 3.78 -1.13

As for the multiplicity: 3. As for the charge: +3. For the gap between HOMO and LUMO (spin up / spin down), the calculation gives 6.5443 / 6.3953 eV. The calculation puts the energy relative to the best compared isomer or geometry (same formula, charge and spin) at 0.0000 eV. For the molecular weight, the calculation gives 960.83 g/mol.


This record from OMol25 describes a gas-phase ion, C4H7O3P (charge -2) in a non-equilibrium geometry. The level of theory is ωB97M-V with the def2-TZVPD basis set.

Positions of all 15 atoms, in Å:
C: 1.13 -0.01 1.17
C: 0.17 -0.09 0.02
P: -1.61 0.70 0.58
O: -2.46 0.27 -0.61
O: -1.83 -0.03 1.86
O: -1.29 2.15 0.61
C: 0.53 0.20 -1.38
C: 0.06 -1.21 -0.99
H: 1.12 -0.74 1.92
H: 0.72 0.80 1.62
H: 2.18 0.14 0.97
H: 1.57 0.40 -1.65
H: -0.35 0.84 -1.65
H: -0.88 -1.54 -1.45
H: 0.96 -1.87 -1.02

As for the multiplicity: 1. As for the charge: -2. For the gap between HOMO and LUMO, the calculation gives 6.1532 eV. As for the structure (SMILES): CC1(P(=O)([O-])[O-])CC1. The calculation puts the energy relative to the best compared isomer or geometry (same formula, charge and spin) at 1.2856 eV. For the molecular weight, the calculation gives 134.07 g/mol.